[1]
DFT (wB97M-V/def2-TZVPD) results for a cluster of 2 separate species, C4H4N2S2 in total in a non-equilibrium geometry.

```
12
Properties=species:S:1:pos:R:3:forces:R:3
C 1.028 -0.605 0.360 -0.535 0.248 -0.058
C 0.725 -1.277 1.537 -0.066 0.177 -0.247
C -0.156 0.064 0.000 0.248 -0.465 0.749
C -0.354 0.926 -1.069 0.496 0.431 -1.259
N -0.524 -1.027 1.918 -0.524 -0.160 0.509
N -1.057 -0.269 0.989 0.228 -0.092 -0.125
S 2.250 1.113 -2.435 -0.380 0.039 0.089
S -1.834 1.297 -1.724 0.271 -0.034 0.340
H 1.941 -0.597 -0.195 0.193 0.100 -0.151
H 1.351 -1.899 2.139 0.142 -0.201 0.173
H -1.986 0.100 1.119 0.046 -0.045 0.019
H -1.384 2.174 -2.639 -0.121 0.002 -0.040
```
Forces are in eV/Å.

- 2S+1 = 3
- ⟨S²⟩ = 2.0185
- lowest unoccupied orbital energy (spin up / spin down) (Ha) = -0.0381 / -0.0566
- largest force on an atom (hartree/bohr) = 0.02761
- energy (a.u.) = -1060.52040
- charge = 0


[2]
DFT (wB97M-V/def2-TZVPD) results for the molecule C4H4N2Se in a non-equilibrium geometry.

```
11
Properties=species:S:1:pos:R:3:forces:R:3
C 0.466 0.383 0.062 -2.880 2.417 -0.064
C 0.544 -0.999 0.112 0.814 -3.754 -0.347
C -0.679 1.120 -0.020 1.584 -0.342 0.000
C -3.072 0.326 -0.191 0.547 0.759 1.128
N -0.349 -1.885 -0.120 -1.018 0.187 0.006
N -1.936 0.671 -0.082 -2.528 -2.007 -0.582
Se -4.776 -0.032 0.025 0.804 -0.016 -0.484
H 1.407 0.810 0.117 1.317 1.585 0.093
H 1.617 -1.370 0.301 -1.645 0.201 -0.154
H -0.770 2.172 -0.034 1.049 1.244 0.015
H -1.333 -1.528 -0.331 1.955 -0.275 0.390
```
Forces are in eV/Å.

- 2S+1 = 1
- SMILES = [H]/N=C\C=C/N=C=[Se]
- lowest unoccupied orbital energy (Ha) = -0.0356
- largest force on an atom (hartree/bohr) = 0.07500
- energy (a.u.) = -2665.67627
- charge = 0


[3]
DFT (wB97M-V/def2-TZVPD) results for a structure of composition C4H4N3 in a non-equilibrium geometry.

```
11
Properties=species:S:1:pos:R:3:forces:R:3
C -0.495 -0.001 -1.809 -2.881 -1.092 0.566
C -1.204 -0.374 0.901 -0.343 -0.931 0.504
C 0.928 0.259 -0.539 1.076 -1.000 0.267
C 0.171 0.227 0.761 -0.428 -0.614 1.415
N -1.896 -0.828 -0.075 -1.927 -0.525 2.067
N -1.401 -0.487 -1.200 4.119 2.022 -3.391
N 2.008 0.294 -0.999 -0.835 0.560 1.261
H -1.642 -0.684 1.883 0.863 0.715 -0.677
H 0.259 1.216 1.138 -0.629 1.607 -0.088
H 0.657 -0.187 1.684 0.737 -0.555 -1.397
H 2.614 0.565 -1.744 0.246 -0.188 -0.527
```
Forces are in eV/Å.

- 2S+1 = 1
- lowest unoccupied orbital energy (Ha) = -0.2323
- largest force on an atom (hartree/bohr) = 0.11095
- energy (a.u.) = -318.61984
- charge = +1


[4]
DFT (wB97M-V/def2-TZVPD) results for the ion C4H4N3O2S with charge -1 in a non-equilibrium geometry.

```
14
Properties=species:S:1:pos:R:3:forces:R:3
C 0.201 1.451 1.364 0.945 2.046 0.000
C 0.966 0.523 0.465 3.233 -1.098 -0.152
C -1.850 0.781 0.510 0.992 -1.693 -2.402
C 1.019 -1.431 -1.061 -2.169 3.312 -0.454
N -1.150 1.504 1.291 0.279 0.192 0.991
N -0.953 -0.054 -0.731 -3.199 2.346 1.523
N 0.299 -0.354 -0.297 2.283 -0.567 0.766
O 0.885 2.215 2.048 -1.136 -0.930 -0.362
O 2.226 0.499 0.522 -1.932 -0.229 -0.085
S -3.493 0.621 0.456 -0.138 -0.331 -0.444
H 0.277 -1.531 -1.870 1.058 -0.442 -0.389
H 1.989 -1.025 -1.318 0.138 -0.406 -0.241
H 1.002 -2.281 -0.466 0.481 -1.727 1.011
H -1.417 -0.919 -0.915 -0.836 -0.474 0.238
```
Forces are in eV/Å.

- 2S+1 = 1
- SMILES = Cn1[nH]c(=S)nc([O-])c1=O
- lowest unoccupied orbital energy (Ha) = 0.1274
- largest force on an atom (hartree/bohr) = 0.08264
- energy (a.u.) = -867.77573
- charge = -1


What did we get for energy relative to the best compared isomer or geometry (same formula, charge and spin)? Answer: 19.5 0.0 90.8 16.4 kcal per mole, in the order shown.